Molecular formula: C56H51MnN3O6P2S2Te
Method: DFT, ωB97M-V/def2-TZVPD

## Properties
Energy above the lowest of the compared OMol25 structures with the same formula, charge and spin   0.0 kcal per mole
LUMO energy (spin up / spin down)   -2.4 / -2.6 eV
⟨S²⟩   6.116
Gap between HOMO and LUMO (spin up / spin down)   6.69 / 6.47 eV
HOMO level (spin up / spin down)   -9.07 / -9.10 eV
Total charge   +1
2S+1   5

```
122
Properties=species:S:1:pos:R:3:forces:R:3:lowdin_charge:R:1
Mn -0.957 0.213 -0.571 -0.4402 0.3559 0.5444 -0.02
O 1.229 2.701 0.935 1.2375 0.2064 0.4008 -0.45
S 2.007 1.503 0.423 0.3341 -0.0830 -0.1693 0.99
C 3.343 2.170 -0.555 -0.2956 -0.0800 0.0117 -0.27
C 4.541 2.533 0.008 0.0553 0.0283 0.0019 -0.04
C 5.534 3.238 -0.698 0.1087 -0.0053 0.0311 0.00
C 5.288 3.558 -1.999 -0.0543 -0.0139 -0.0460 -0.14
C 6.117 4.329 -2.997 -0.0721 -0.0151 0.0366 -0.09
C 5.343 4.202 -4.333 -0.0244 -0.0555 0.0378 -0.09
C 4.075 3.470 -3.969 0.0627 0.0031 -0.0170 -0.15
C 3.017 3.069 -4.728 -0.0173 0.0122 -0.0830 0.01
C 1.979 2.370 -4.095 -0.0359 -0.0258 0.1176 -0.07
C 1.926 2.054 -2.746 0.0246 -0.1048 0.1975 -0.24
P 0.284 1.138 -2.376 0.3334 0.4782 -0.7759 0.98
C -0.743 2.505 -3.077 0.1301 -0.0561 0.0009 -0.42
C -0.580 3.733 -2.432 -0.0044 -0.0076 -0.0317 -0.12
C -1.323 4.840 -2.813 0.0041 0.0005 0.0248 -0.06
C -2.225 4.741 -3.865 -0.0027 -0.0211 -0.0025 -0.07
C -2.373 3.533 -4.527 -0.0109 -0.0083 -0.0178 -0.06
C -1.644 2.418 -4.131 0.0529 -0.0412 -0.0605 -0.17
C 0.654 -0.249 -3.523 -0.0030 0.0173 0.0857 -0.39
C 1.862 -0.894 -3.235 -0.0131 -0.0261 -0.0388 -0.11
C 2.247 -2.024 -3.935 -0.0123 -0.0105 -0.0055 -0.07
C 1.431 -2.526 -4.943 0.0151 -0.0097 0.0121 -0.07
C 0.235 -1.890 -5.237 -0.0417 -0.0001 -0.0093 -0.07
C -0.161 -0.764 -4.524 -0.0109 0.0189 0.0011 -0.11
C 3.052 2.425 -1.940 -0.0107 -0.0078 -0.0794 -0.12
C 4.085 3.130 -2.606 -0.0306 -0.0266 0.1299 -0.08
C 2.875 0.730 1.765 0.0081 0.0396 -0.1202 -0.35
C 3.447 1.479 2.764 -0.0339 0.0397 0.0351 -0.07
C 4.400 0.931 3.648 0.0592 -0.0210 0.0639 0.01
C 4.796 -0.366 3.449 -0.0229 0.0187 -0.0275 -0.13
C 5.871 -1.202 4.105 -0.0214 -0.0125 -0.0232 -0.09
C 5.695 -2.623 3.502 -0.0625 0.0050 -0.0385 -0.09
C 4.639 -2.462 2.432 -0.0054 -0.0652 -0.0206 -0.14
C 4.102 -3.328 1.525 0.0547 -0.0082 0.0429 0.00
C 2.956 -2.920 0.797 0.0454 0.0719 -0.0251 -0.06
C 2.403 -1.661 0.883 0.0067 0.2613 -0.0828 -0.25
P 0.597 -1.420 0.507 0.3299 -0.4928 0.6239 1.09
C 0.113 -1.269 2.293 -0.0738 -0.1731 -0.0335 -0.32
C -0.172 -2.321 3.163 -0.0205 0.0897 -0.0028 -0.06
C -0.469 -2.082 4.498 -0.0121 -0.0314 0.0322 -0.07
C -0.466 -0.788 5.001 0.0279 -0.0089 -0.0296 -0.07
C -0.188 0.268 4.146 -0.0143 -0.0249 0.0177 -0.07
C 0.082 0.027 2.807 -0.0054 0.0363 0.0067 -0.13
C 0.075 -3.034 -0.192 -0.0082 0.1134 -0.1243 -0.37
C -0.017 -4.277 0.445 0.0717 0.0306 -0.0228 -0.10
C -0.539 -5.374 -0.220 -0.0049 -0.0366 0.0608 -0.06
C -0.955 -5.267 -1.541 -0.0147 0.0031 -0.0328 -0.05
C -0.818 -4.061 -2.206 -0.0139 0.0045 -0.0042 -0.05
C -0.311 -2.957 -1.533 -0.0140 -0.1149 0.1937 -0.14
C 3.108 -0.671 1.655 0.0270 -0.0689 -0.0214 -0.15
C 4.141 -1.145 2.474 -0.0086 0.1298 -0.0184 -0.08
H 4.747 2.271 1.033 -0.0334 0.0219 0.0420 0.10
H 6.459 3.510 -0.205 -0.0597 -0.0152 -0.0041 0.12
H 7.132 3.941 -3.065 0.0027 -0.0153 0.0073 0.12
H 6.194 5.370 -2.680 0.0202 -0.0071 -0.0035 0.13
H 5.912 3.632 -5.069 -0.0086 0.0132 -0.0175 0.12
H 5.127 5.174 -4.777 0.0001 0.0012 -0.0127 0.12
H 2.957 3.267 -5.792 0.0019 -0.0027 0.0439 0.12
H 1.160 2.052 -4.727 -0.0724 0.0257 -0.0270 0.11
H 0.157 3.834 -1.640 -0.0006 0.0252 -0.0129 0.11
H -1.185 5.784 -2.299 -0.0031 -0.0360 -0.0145 0.11
H -2.803 5.604 -4.173 0.0208 -0.0148 0.0148 0.11
H -3.064 3.448 -5.357 0.0159 0.0016 0.0368 0.11
H -1.792 1.487 -4.658 0.0003 0.0721 -0.0059 0.06
H 2.506 -0.510 -2.450 0.0228 -0.0037 -0.0315 0.11
H 3.184 -2.512 -3.698 -0.0345 0.0074 0.0074 0.11
H 1.725 -3.412 -5.492 0.0016 0.0450 0.0064 0.11
H -0.406 -2.273 -6.022 0.0271 0.0092 0.0358 0.11
H -1.117 -0.314 -4.744 0.0108 -0.0570 0.0026 0.05
H 3.180 2.528 2.842 0.0388 -0.0198 -0.0469 0.13
H 4.844 1.555 4.414 -0.0383 -0.0298 -0.0147 0.12
H 5.780 -1.200 5.191 -0.0099 0.0011 -0.0056 0.12
H 6.856 -0.796 3.870 -0.0117 0.0208 0.0077 0.12
H 5.338 -3.326 4.257 0.0302 -0.0105 0.0111 0.12
H 6.627 -3.028 3.108 -0.0036 0.0246 -0.0150 0.12
H 4.475 -4.339 1.408 -0.0365 0.0231 0.0046 0.12
H 2.467 -3.665 0.185 -0.0707 -0.0396 0.0036 0.10
H -0.183 -3.339 2.818 -0.0109 -0.0632 -0.0199 0.08
H -0.694 -2.917 5.151 0.0095 0.0288 -0.0380 0.11
H -0.674 -0.609 6.048 -0.0148 0.0049 -0.0219 0.11
H -0.194 1.287 4.516 0.0207 -0.0091 -0.0219 0.12
H 0.264 0.882 2.167 -0.1352 -0.0445 0.0403 0.06
H 0.342 -4.418 1.451 0.0242 0.0073 0.0630 0.09
H -0.624 -6.320 0.301 0.0098 0.0367 -0.0233 0.11
H -1.382 -6.126 -2.044 0.0308 0.0343 0.0092 0.11
H -1.121 -3.960 -3.241 -0.0060 0.0060 0.0422 0.11
H -0.246 -2.016 -2.052 -0.0357 0.0843 -0.1338 0.03
O -1.058 2.276 0.354 -1.4128 -0.5994 -0.4618 -0.15
H -1.481 2.966 -0.173 -0.1244 -0.2197 -0.0786 0.06
H -0.133 2.566 0.547 0.4600 0.3374 0.2879 -0.07
Te -2.871 0.034 -2.165 -0.3030 0.0613 -0.1466 0.62
C -9.271 -0.096 2.311 0.0782 -0.0469 -0.1410 -0.11
C -8.295 0.510 1.303 0.0790 -0.1309 0.2254 -0.28
S -6.688 -0.266 1.335 0.1627 -0.0531 0.0090 0.64
O -5.785 0.529 0.537 -0.0064 -0.0124 0.0149 -0.32
O -6.846 -1.668 1.044 0.0209 -0.0142 0.1076 -0.29
C -6.138 -0.105 3.041 0.2066 0.0335 -0.4055 -0.19
C -4.925 -0.992 3.386 0.0476 0.0137 -0.1268 -0.10
N -3.915 -1.199 2.334 -0.4904 0.0510 -0.1009 0.07
C -3.086 -0.242 1.859 0.2859 -0.0076 0.1154 -0.30
N -2.382 -0.688 0.821 -0.2532 0.0465 -0.3263 -0.01
C -2.835 -1.959 0.569 0.1628 -0.0535 0.0466 -0.09
C -3.759 -2.291 1.495 -0.0626 0.0623 0.1500 -0.13
N -4.380 -3.577 1.623 -0.3151 -0.0528 0.0009 -0.32
O -5.062 -3.808 2.609 0.2138 0.0608 -0.0826 0.08
O -4.170 -4.362 0.722 0.0506 0.0813 0.0947 0.11
C -3.034 1.109 2.468 -0.1269 0.0039 -0.0442 0.02
H -10.294 0.168 2.050 0.0232 0.0413 -0.0206 0.08
H -9.084 0.266 3.321 -0.0053 -0.0044 0.0038 0.07
H -9.195 -1.185 2.301 -0.0308 0.0613 0.0051 0.08
H -8.117 1.577 1.444 -0.0841 -0.0207 -0.0288 0.11
H -8.613 0.337 0.273 0.0323 0.0466 -0.0006 0.11
H -6.973 -0.398 3.675 0.0643 0.0294 0.0998 0.10
H -5.925 0.957 3.163 -0.0470 -0.0350 0.1046 0.10
H -5.270 -1.974 3.665 -0.0239 -0.1548 0.0580 0.11
H -4.412 -0.547 4.235 0.0063 -0.0181 0.0958 0.13
H -2.480 -2.580 -0.232 0.0329 0.0498 -0.0352 0.10
H -2.993 1.044 3.556 -0.0234 0.0007 -0.0288 0.09
H -3.921 1.675 2.169 0.0280 -0.0347 0.0006 0.09
H -2.166 1.643 2.109 0.0786 0.0431 -0.0471 0.06
```
Positions in Å, forces in eV/Å.